{
  "formula": "C4H6N2",
  "method": "ωB97M-V with the def2-TZVPD basis set",
  "elements": ["H", "N", "C", "H", "C", "N", "H", "C", "H", "C", "H", "H"],
  "positions_angstrom": [[0.719941, 0.795826, -1.678388], [2.391702, 0.706152, 1.704518], [1.667748, 0.176396, 0.873212], [-4.852368, 0.140876, 0.353348], [1.024531, -0.467445, -0.019135], [-2.805307, 0.153520, 1.114199], [2.060724, -0.626741, -1.905143], [-3.799112, 0.260316, 0.571270], [2.057979, 1.469847, 2.199999], [1.037353, -0.291148, -1.532731], [0.287707, -1.062100, -1.928520], [0.209102, -1.255498, 0.247371]],
  "forces_ev_per_angstrom": [[0.67, -1.62, -0.81], [0.93, -2.05, -0.84], [0.82, 0.88, 1.22], [0.56, 0.39, -0.38], [-3.09, -2.99, -1.30], [1.27, 0.20, 0.15], [-1.32, 1.05, 0.03], [-1.82, -0.60, 0.23], [-0.87, 1.93, 0.88], [0.02, -0.29, 0.25], [0.97, 1.56, 0.22], [1.85, 1.53, 0.36]],
  "lowdin_charge": [0.09, 0.15, -0.23, 0.06, -0.22, 0.05, 0.08, -0.10, 0.03, -0.13, 0.08, 0.13],
  "charge": 0,
  "orbital_gap_ev": 9.361,
  "e_above_lowest_kj_mol": 304.1,
  "energy_ha": -265.4198
}